Entry 1:
# C5H11NO2

A 2-piece molecular cluster, C5H11NO2 overall (ωB97M-V/def2-TZVPD, OMol25).

Properties
Molar mass, Da: 117.15
Total charge: 0
Energy above the lowest of the compared OMol25 structures with the same formula, charge and spin, eV: 5.910
Max |F|, eV/A: 4.25
SMILES string: C=C(C)C=O.CNO
HOMO-LUMO gap, eV: 9.64
Multiplicity: 1

The geometry in XYZ format:
```
19
Properties=species:S:1:pos:R:3:nbo_charge:R:1
C -0.77864 0.85020 0.63731 -0.18
C 0.76990 -0.05006 0.74965 0.42
H 0.01464 2.27849 -0.67654 0.21
H 0.32077 -2.87470 -1.10218 0.21
O 1.22636 0.19411 -1.87641 -0.59
C 0.97774 -2.10077 -1.49739 -0.42
H 1.83740 0.56633 -1.20030 0.48
H -0.52033 -0.24018 -0.83127 0.45
C -0.71003 2.07483 0.10164 -0.33
O 1.88526 0.42382 0.64603 -0.67
H 1.04006 -2.20021 -2.58312 0.21
H -2.46491 1.36434 1.90972 0.22
C -1.72415 0.57371 1.77911 -0.66
H 0.54120 -0.79136 1.53273 0.13
H -2.25068 -0.37454 1.64833 0.21
H -1.47575 2.82764 0.25822 0.19
H -1.19082 0.50996 2.73180 0.22
N 0.51251 -0.77712 -1.11386 -0.32
H 1.98948 -2.25451 -1.11348 0.21
```

=====

Entry 2:
# C24H42Cl3N4O3SiTl

C24H42Cl3N4O3SiTl as an isolated structure (ωB97M-V/def2-TZVPD, OMol25).

Properties
Molar mass, Da: 773.45
Total charge: 0
Max |F|, eV/A: 3.45
HOMO-LUMO gap, eV: 6.36
Multiplicity: 1

The geometry in XYZ format:
```
78
Properties=species:S:1:pos:R:3:lowdin_charge:R:1
H -1.12590 1.35458 -5.28075 0.03
H -2.67163 0.11841 2.76191 0.08
Si 0.08984 0.90110 -3.02310 0.29
H -0.75412 -4.54244 1.91562 0.10
C -0.72254 -2.43631 -1.31513 -0.20
Cl 0.18924 0.62726 -0.64576 0.43
C -1.03392 -5.28281 -4.67366 -0.10
H 0.94224 7.01298 2.99922 0.09
H 2.05481 -0.16737 1.25582 0.07
H -0.29056 -0.21907 -5.14533 0.01
H -0.43199 -4.59356 -2.68220 0.09
O -1.13052 3.99589 3.66336 -0.05
H -2.32126 -1.31445 -0.45128 0.12
H 1.74989 -2.41270 2.74174 0.12
C 1.11977 -1.53256 2.69613 -0.06
C 3.08956 -1.91659 -1.10565 -0.32
C -1.11075 2.49954 -2.62536 -0.25
H -2.04533 2.20117 -2.12908 -0.02
C 1.28361 -0.37816 1.98211 -0.14
H -2.25771 -0.22227 4.45278 0.09
H -1.06428 -1.75843 -5.62879 0.06
H 3.84832 -1.05873 -4.11555 0.09
Cl -2.97525 2.73727 0.67335 0.05
C -1.56897 -2.82388 0.90315 -0.11
N -0.07250 -1.38420 3.40573 0.11
H -0.66701 3.30388 -2.01175 -0.03
H 1.13193 -4.81366 0.23970 0.11
H -1.87728 -1.38445 -2.66110 0.13
N 0.22386 0.48895 2.28037 -0.02
H -1.84837 1.36542 3.73413 0.07
H 1.23355 -3.20755 -1.69570 0.07
C -0.90064 0.51641 -4.61110 -0.19
N -0.69640 5.91035 2.49174 -0.20
H 2.45358 1.65638 -2.45766 0.02
H -2.29047 4.66709 2.13004 0.06
C 0.35356 -4.04668 0.11270 -0.07
O 0.12484 -0.87152 -2.95218 -0.31
H -2.67048 -1.95098 -4.94139 0.09
C -1.60220 -2.12257 -0.28086 -0.05
H -1.43094 2.99941 -3.55937 0.02
C 0.38281 -3.21089 -1.00785 -0.07
C -1.71197 -2.45703 -5.10217 -0.05
H -0.16093 7.50364 1.25832 0.09
H 2.31805 -0.38619 -3.56743 0.04
H -1.00116 6.16738 0.41734 0.07
C -0.67905 -3.88216 1.04323 -0.11
C -1.92914 0.29369 3.54459 0.00
H -2.09610 -5.45255 -4.84013 0.08
H 3.08667 -4.05020 -2.52427 0.09
H -2.30041 -2.60498 1.69383 0.11
C -0.90088 -1.88751 -2.70778 -0.26
H 3.80153 -3.21758 -3.95426 0.09
C -1.08394 -2.94898 -3.82920 -0.19
H 3.77679 -0.04364 -2.62621 0.09
C 3.27494 -0.78540 -3.23823 -0.05
H -1.92846 7.27154 1.47149 0.09
H -0.58877 -6.23490 -4.41321 0.07
H -0.53459 -2.11428 3.94233 0.17
H 1.62851 2.95210 -3.24696 0.04
Tl -0.56313 2.31685 0.95182 0.29
C 1.71999 1.85951 -3.23915 -0.19
O 3.17322 -0.86942 -0.46753 -0.02
C -0.96663 6.76438 1.33910 -0.05
H -1.84063 0.05089 -4.28921 0.03
H -1.91196 -3.24518 -5.82510 0.07
C 0.52279 6.04070 3.22930 -0.07
H -0.56212 -4.97659 -5.60316 0.07
C -0.80494 -4.24780 -3.63386 -0.11
N 3.03067 -1.96830 -2.46850 -0.19
C -1.41249 4.81754 2.77006 -0.43
Cl 1.03677 4.07604 0.31454 0.06
C 2.98051 -3.20965 -3.22290 -0.05
H 2.02216 -3.29969 -3.76288 0.09
C -0.61016 -0.18420 3.08388 -0.38
H 1.23297 5.26093 2.95905 0.07
H 2.20727 1.62502 -4.19183 0.03
H 0.29551 5.93633 4.28753 0.09
H 3.05580 -2.92956 -0.65022 0.13
```

=====

Entry 3:
# C8H13FeIN14OS

C8H13FeIN14OS as an isolated structure (ωB97M-V/def2-TZVPD, OMol25).

Properties
Molar mass, Da: 536.10
Total charge: -1
Energy above the lowest of the compared OMol25 structures with the same formula, charge and spin, eV: 0.563
Max |F|, eV/A: 1.84
HOMO-LUMO gap (alpha / beta), eV: 8.41 / 7.30
Multiplicity: 6

The geometry in XYZ format:
```
39
Properties=species:S:1:pos:R:3:nbo_charge:R:1
Fe -2.11658 -0.54585 0.11385 1.53
H -0.61200 -2.96461 -3.68810 0.43
H 3.10824 1.21380 2.14956 0.19
N -1.48738 0.79174 -3.77431 -0.09
C 2.14837 0.75766 1.89984 -0.08
N -1.13211 -0.47143 -4.10612 -0.39
I -4.28534 0.69561 0.22955 -0.46
C -1.23721 -1.14400 -2.98062 0.45
N -0.30834 0.72182 0.51800 -0.55
H 2.03803 -0.17410 2.45530 0.22
N -0.36019 -4.33578 -1.49624 -0.37
C 2.21238 1.71481 -0.28267 -0.08
C -0.20493 1.03863 1.97045 -0.09
C -0.88778 -3.12372 -1.66992 0.45
H -0.30139 0.11301 2.52859 0.24
C 1.19456 2.90188 1.49960 -0.07
N -0.96080 -2.48665 -2.87737 -0.59
N -1.78635 0.86088 -2.52530 -0.14
N 2.11757 0.45760 0.46451 -0.46
N -1.85883 -1.39536 1.78663 -1.23
H 3.16668 2.19260 -0.05345 0.19
H 0.38675 3.58287 1.77352 0.19
H 0.74723 -1.09829 0.72795 0.24
N -1.04433 -3.53996 0.36601 -0.17
H -0.21872 1.78715 -1.30044 0.24
H 2.16937 1.49691 -1.35058 0.20
N -1.62955 -0.37371 -1.96524 -0.56
H 2.15120 3.37519 1.72784 0.19
N -1.32811 -2.59897 -0.54108 -0.49
N 1.12819 2.64151 0.05913 -0.46
N 1.06936 1.67613 2.29107 -0.46
O 0.27659 -2.41484 2.59984 -0.96
H -1.02500 1.70672 2.23548 0.20
C 0.83542 -0.17323 0.16000 -0.11
H -0.96354 2.66340 0.03071 0.21
C -0.14747 1.99431 -0.24261 -0.09
N -0.47756 -4.55822 -0.18089 -0.05
H 0.77924 -0.38418 -0.90638 0.21
S -1.15564 -2.60131 2.35390 1.56
```

=====

Entry 4:
# C15H25NO2

One molecule with the formula C15H25NO2 (ωB97M-V/def2-TZVPD, OMol25).

Properties
Molar mass, Da: 251.37
Total charge: 0
Energy above the lowest of the compared OMol25 structures with the same formula, charge and spin, eV: 1.563
Max |F|, eV/A: 0.50
SMILES string: CC[C@@H](C)NCCCOc1ccc(C)cc1OC
HOMO-LUMO gap, eV: 8.74
Multiplicity: 1

The geometry in XYZ format:
```
43
Properties=species:S:1:pos:R:3:nbo_charge:R:1
C -0.22000 -0.61542 2.67081 -0.28
H -1.23366 3.09094 2.63570 0.21
C 1.74715 0.18184 -3.51982 -0.41
H 3.36178 0.50808 -4.92959 0.20
O -1.05351 -0.78190 0.38366 -0.50
C -0.32311 -1.74450 -2.21501 -0.22
H -1.12966 -2.74636 1.02701 0.18
H -2.02245 -2.62127 -1.24955 0.21
H 3.79621 -1.35131 -2.52512 0.20
H -2.90269 3.28394 1.00527 0.17
H -0.68624 -0.71579 -2.07192 0.18
H -0.67691 -2.10030 -3.18738 0.19
H 2.30146 0.63331 -2.69217 0.19
H 0.30811 1.83930 5.78886 0.21
H 0.46571 -2.18252 0.46852 0.17
C 1.81202 -1.35102 -3.38590 -0.04
C -0.79781 -0.09247 1.52883 0.24
C -2.13019 3.05187 0.26413 -0.25
C -0.95468 2.04857 2.63323 -0.32
H 0.70388 0.49283 -3.42844 0.20
C -0.93943 -2.62038 -1.12145 -0.41
H 1.79081 0.21366 -5.67862 0.20
N 1.12316 -1.85896 -2.21058 -0.64
H -0.56755 -3.64039 -1.21908 0.21
C -1.16908 1.27108 1.51179 0.34
C -0.15843 2.39469 4.97962 -0.62
C -0.37355 1.51532 3.78396 -0.01
C -0.61530 -2.11896 0.28421 -0.06
H -1.28756 3.74036 0.39253 0.17
H -1.10787 2.79364 5.33516 0.21
C -0.01057 0.18410 3.78798 -0.23
C 3.25565 -1.84980 -3.32710 -0.61
H 1.31932 -1.80084 -4.25745 0.18
H -2.54431 3.17502 -0.73560 0.20
H 0.07139 -1.65300 2.70918 0.22
H 0.44150 -0.25098 4.66688 0.21
O -1.72153 1.71105 0.34303 -0.50
H 3.25935 -2.91870 -3.13264 0.22
H 3.77019 -1.66379 -4.26490 0.21
H 0.48181 3.23807 4.72317 0.21
H 2.13535 1.77123 -4.92536 0.21
H 1.50044 -1.40545 -1.38431 0.35
C 2.29499 0.69793 -4.84471 -0.61
```

=====

Entry 5:
# C24H23NO4S2

A 2-piece molecular cluster, C24H23NO4S2 overall (ωB97M-V/def2-TZVPD, OMol25).

Properties
Molar mass, Da: 453.58
Total charge: 0
Energy above the lowest of the compared OMol25 structures with the same formula, charge and spin, eV: 0.119
Max |F|, eV/A: 2.52
HOMO-LUMO gap, eV: 4.90
Multiplicity: 1

The geometry in XYZ format:
```
54
Properties=species:S:1:pos:R:3:nbo_charge:R:1
O 0.13020 2.06814 1.19390 -0.67
H -2.87140 1.86571 1.36146 0.23
C -1.24533 1.83977 -4.44120 -0.16
C 1.26844 -1.00006 2.40325 0.54
H 2.67763 -0.79515 4.01893 0.23
C -6.43679 -0.90851 2.37928 0.28
C -0.71557 0.54272 -4.50971 -0.21
H -1.47440 -0.27849 -1.29848 0.22
C 4.10089 1.19359 0.02698 -0.53
C 0.05860 -1.22300 3.29911 -0.67
H 0.02978 -2.27966 3.59093 0.22
N -7.43868 -1.14957 2.93607 -0.33
H -5.08578 -2.54827 0.73861 0.22
C -2.83329 -0.03402 0.36261 0.05
H -2.91487 -2.03218 -0.41333 0.24
H 4.76537 2.04749 0.21067 0.25
H 4.49362 -1.98722 -1.20099 0.25
C 0.89221 1.08469 -2.76173 -0.08
C 4.86391 0.06180 -0.63198 -0.43
H -0.87485 -0.94803 2.79556 0.25
C -3.41508 -1.29133 0.21218 -0.24
C 0.34236 0.16989 -3.68043 -0.16
H 2.51557 -2.44615 3.39558 0.23
O -0.25401 -2.27995 -0.46680 -0.66
H 5.30182 0.37767 -1.58037 0.22
C 3.93733 -1.12409 -0.81684 -0.54
H -1.12023 -0.17676 -5.22630 0.23
C -4.60420 -1.57882 0.87955 -0.16
H -1.44979 1.36284 -0.52940 0.23
H 0.18430 -0.62469 4.20965 0.22
C 0.35216 0.86899 1.23264 0.74
H 0.76004 -0.83627 -3.75922 0.23
H 0.77158 3.11317 -2.00026 0.23
H 3.64706 0.87568 0.97860 0.26
C -3.38579 0.91418 1.22328 -0.22
C -0.70495 2.75580 -3.52808 -0.21
H 3.43340 -1.23868 2.47453 0.20
H -1.10110 3.77487 -3.47609 0.23
C -1.51451 0.28260 -0.35458 -0.45
H 3.43607 -1.40681 0.12191 0.26
S 2.60815 -0.89887 -2.04269 0.48
O 1.38359 0.39366 2.02322 -0.57
C 0.14502 -1.46129 0.34771 0.74
O 1.18178 -1.79831 1.19732 -0.57
C -5.19149 -0.62068 1.71240 -0.15
C -0.35063 -0.10840 0.43832 -0.44
H 5.68477 -0.23667 0.03205 0.24
H -5.01723 1.36013 2.56042 0.22
C 2.56080 -1.39223 3.11197 -0.63
H -2.06447 2.13812 -5.10629 0.23
C 0.35119 2.38437 -2.69785 -0.16
C -4.56726 0.61727 1.89917 -0.18
C 2.00854 0.69339 -1.89024 -0.26
S 2.74552 1.91760 -0.95505 0.49
```

=====

Entry 6:
# C32H43LuN5OSSi

C32H43LuN5OSSi as an isolated structure (ωB97M-V/def2-TZVPD, OMol25).

Properties
Molar mass, Da: 748.85
Total charge: 0
Energy above the lowest of the compared OMol25 structures with the same formula, charge and spin, eV: 0.000
Max |F|, eV/A: 0.76
HOMO-LUMO gap (alpha / beta), eV: 4.49 / 6.69
Multiplicity: 2

The geometry in XYZ format:
```
84
Properties=species:S:1:pos:R:3:lowdin_charge:R:1
H 0.36145 -1.54754 -3.51285 0.05
S 1.32834 1.18970 -2.61507 0.65
H -2.84956 0.95758 2.98046 0.13
H -2.89752 1.78772 -4.82570 0.11
H 6.05379 2.30262 -3.13900 0.11
C -4.21220 1.07694 -3.26276 -0.04
N -2.09623 1.10364 0.99715 -0.24
H -1.23161 -1.04317 -2.96637 0.04
H 0.68711 2.45166 5.74053 0.09
C 5.26391 2.01296 -2.46093 -0.07
H 3.76200 1.98174 -3.97994 0.11
C -2.04438 -3.34007 -1.82090 -0.11
C -0.59945 -2.96345 -2.13842 -0.67
C 0.42119 -4.84177 0.72443 -0.11
H -1.54194 1.85190 4.77117 0.11
H 2.50373 -3.31215 -1.13235 0.02
H -2.58012 -2.51573 -1.33875 0.06
C -3.11391 0.34998 0.27340 -0.15
H -1.08074 -2.33425 -4.15463 0.08
C -2.36908 2.55693 0.97838 -0.12
H -0.36306 -5.31817 0.13749 0.06
C -1.13735 3.34203 1.29839 -0.30
C 1.74490 1.65544 4.01091 -0.09
H -4.12198 0.50524 0.68823 0.14
C -0.62313 1.64862 4.23417 -0.06
C -1.87469 1.44026 -2.98539 -0.16
C -1.22826 -3.25508 1.64563 -0.12
C 5.53015 1.81647 -1.09921 -0.05
H -2.01609 -0.47292 2.34228 0.10
C 2.93324 1.45635 -2.09050 -0.66
C -0.63185 -1.90992 -3.24912 -0.14
H 6.51449 1.93907 -0.67614 0.11
O 2.31079 0.92545 0.08726 -0.36
H -0.91128 1.73867 -3.37340 0.03
H -2.59036 -3.58969 -2.73833 0.08
C 1.19314 4.69313 1.69973 -0.07
C 1.60027 1.07148 2.78128 -0.16
H 2.46209 0.80747 2.19491 0.08
N 3.24584 1.28199 -0.78648 -0.20
C -4.27365 0.70421 -1.93061 -0.01
H 2.76620 -1.76143 -0.32223 0.00
H 0.13603 5.79748 3.23622 0.10
N -1.92000 1.05324 -1.70579 0.03
C 1.17925 -2.85730 1.98400 -0.12
H 4.55723 1.27280 0.77420 0.14
H 2.74272 1.84576 4.38105 0.10
N -0.06311 3.00962 0.54344 -0.01
C -2.99674 1.46811 -3.79864 -0.04
C 0.08159 5.02108 2.48726 -0.07
C 0.60839 1.99430 4.76508 -0.09
C -1.98805 0.61964 2.38687 -0.13
H -5.20501 0.41775 -1.46221 0.12
Lu 0.13012 0.65668 -0.15551 1.41
H 1.11394 -3.93072 -3.08561 0.07
H -2.69940 2.81437 -0.03243 0.12
H -2.87836 -0.71576 0.37935 0.11
H -2.11409 -4.20461 -1.16003 0.06
H -5.10814 1.07661 -3.86981 0.11
C 0.13860 -3.35738 0.97221 -0.67
H 0.21155 -5.02035 -2.04996 0.06
H 2.31103 -1.79133 -2.01295 0.01
H 2.19862 -2.98648 1.62102 0.07
H 0.46977 -5.37538 1.68116 0.08
H -1.99244 4.54469 2.83139 0.11
C 1.07699 3.70506 0.75478 -0.15
H 2.14137 5.19699 1.81781 0.10
H 1.92002 3.43739 0.13294 0.09
C 3.99564 1.83745 -2.93579 -0.08
N 0.38992 0.79218 2.21032 -0.04
H 1.37080 -5.00888 0.21617 0.07
H -3.18903 2.79078 1.67200 0.13
C -3.10518 0.71293 -1.18159 -0.28
H -1.50123 -2.21284 1.82411 0.03
C -1.10112 4.34012 2.25311 -0.05
H -1.21763 -3.75653 2.61952 0.08
H -0.44374 -4.54955 -3.61041 0.08
C -0.70299 1.06791 2.98518 -0.30
C 0.11166 -4.18460 -2.73733 -0.11
C 2.14500 -2.28192 -1.05235 -0.25
H 1.04470 -1.80165 2.23394 0.05
H 1.09217 -3.42685 2.91665 0.08
C 4.49598 1.45225 -0.28723 -0.01
Si 0.29416 -2.19967 -0.58489 0.62
H -2.02520 -3.70729 1.05599 0.06
```

=====

Entry 7:
# C12H16NO6P

One molecule with the formula C12H16NO6P (ωB97M-V/def2-TZVPD, OMol25).

Properties
Molar mass, Da: 301.23
Total charge: 0
Energy above the lowest of the compared OMol25 structures with the same formula, charge and spin, eV: 0.000
Max |F|, eV/A: 4.34
SMILES string: O=C(c1ccccc1O)N(O)[C@@H]1CC[C@H](P(=O)(O)O)C1
HOMO-LUMO gap, eV: 8.63
Multiplicity: 1

The geometry in XYZ format:
```
36
Properties=species:S:1:pos:R:3:nbo_charge:R:1
H -1.12012 -3.79962 -1.54762 0.25
C -1.81193 -1.70480 0.68396 -0.43
O 1.94663 -1.83524 -1.20768 -1.16
H -0.02991 -2.79841 1.26183 0.23
C -0.62896 -2.80736 -1.04823 -0.62
C 0.55001 4.70756 1.57151 -0.31
H 3.35361 2.90851 1.05022 0.20
H -1.35430 -3.76493 0.80884 0.22
H 1.22126 -0.70246 -0.41606 0.51
H -2.28567 3.56591 0.55301 0.52
C -0.37555 3.78582 1.09926 0.45
H -1.46911 -1.26616 1.64031 0.24
H -0.66734 -1.06708 -2.33108 0.24
H -2.62345 -0.25602 -0.71412 0.26
H 1.68673 -4.29656 -2.73475 0.51
O -2.09266 1.88667 0.10202 -0.68
O -1.70400 4.21641 1.02327 -0.71
C -0.89536 1.54060 0.12190 0.65
P 1.12574 -3.00407 -1.45299 2.39
C 1.95870 4.46290 1.60545 -0.15
O 0.57484 -0.30992 0.21358 -0.61
O 1.17183 -3.49912 -2.92824 -0.95
C 1.42068 2.30390 0.61904 -0.11
C -1.72080 -0.74184 -0.51856 -0.07
H 2.03926 1.50624 0.31057 0.22
N -0.60284 0.23149 -0.28034 -0.15
C -1.29862 -1.55453 -1.64010 -0.42
H 0.30625 5.68680 2.00419 0.23
C -0.88484 -2.83915 0.53905 -0.40
C 2.37214 3.22889 1.14184 -0.26
H 2.45100 -3.41558 -0.15534 0.53
H 2.59205 5.13423 2.09984 0.21
O 1.87083 -4.07627 -0.59288 -0.99
H -2.19151 -1.98747 -2.20420 0.22
C 0.01760 2.52009 0.57971 -0.28
H -2.90217 -1.95945 0.74278 0.22
```